(1)
DFT (ωB97M-V/def2-TZVPD) results for a structure of composition C25H20N10RhS.

Each line ends with the Löwdin charge.
Positions of all 57 atoms, in Å:
Rh  0.2884  0.4106  0.3048  0.916
N  2.2644  -2.5990  2.6080  0.101
C  1.4806  -1.7060  1.9846  -0.802
S  2.2902  -0.4591  1.0649  0.675
N  0.1839  -1.8436  2.1679  0.046
N  -0.5540  -0.9040  1.5269  -0.142
C  -1.8379  -0.8786  1.6572  -0.161
C  -2.5888  -1.7683  2.5626  -0.183
C  -2.2466  -1.8442  3.9090  -0.031
C  -2.9832  -2.6412  4.7681  -0.060
C  -4.0566  -3.3795  4.2866  -0.062
C  -4.3837  -3.3293  2.9392  -0.057
C  -3.6533  -2.5237  2.0792  -0.039
C  -2.5283  0.1240  0.8094  -0.173
C  -3.9000  0.3150  0.8126  0.021
C  -4.4589  1.2026  -0.0954  -0.015
C  -3.6394  1.8873  -0.9771  -0.022
C  -2.2713  1.6900  -0.8894  -0.087
N  -1.7384  0.8496  -0.0095  -0.004
H  3.2441  -2.6394  2.3906  0.095
H  1.8310  -3.4041  3.0291  0.116
H  -1.4021  -1.2817  4.2881  0.106
H  -2.7131  -2.6934  5.8143  0.110
H  -4.6334  -3.9980  4.9609  0.111
H  -5.2027  -3.9210  2.5537  0.113
H  -3.8885  -2.5149  1.0210  0.126
H  -4.5173  -0.2271  1.5144  0.121
H  -5.5303  1.3481  -0.1175  0.124
H  -4.0411  2.5656  -1.7154  0.119
H  -1.5758  2.2141  -1.5326  0.119
N  0.6571  3.6406  0.1892  0.137
C  0.1087  3.1892  1.3728  -0.281
C  -0.5866  4.1268  2.1504  0.007
C  -1.0933  3.7484  3.3669  -0.029
C  -0.8832  2.4445  3.8167  -0.032
C  -0.2138  1.5818  2.9911  -0.109
N  0.2566  1.9247  1.7719  0.003
C  1.4327  3.0062  -0.7775  -0.277
C  2.3160  3.7986  -1.5117  0.009
C  3.0689  3.2196  -2.5051  -0.024
C  2.9341  1.8562  -2.7439  -0.023
C  2.0565  1.1396  -1.9705  -0.108
N  1.2943  1.7008  -1.0033  -0.014
H  0.6542  4.6437  0.1033  0.144
H  -0.7075  5.1378  1.7848  0.123
H  -1.6370  4.4615  3.9717  0.124
H  -1.2361  2.1085  4.7799  0.117
H  -0.0063  0.5647  3.2959  0.102
H  2.4109  4.8499  -1.2758  0.124
H  3.7684  3.8166  -3.0741  0.125
H  3.5049  1.3512  -3.5083  0.123
H  1.9324  0.0789  -2.1054  0.086
N  -1.5271  -2.7508  -4.9398  0.108
C  -0.7884  -2.2715  -4.1932  -0.381
N  0.1008  -1.7024  -3.4056  0.089
C  0.0342  -1.3580  -2.2084  -0.333
N  0.0832  -0.9954  -1.0915  0.008

Values from the calculation:
Strongest force on any atom (eV/Å): 0.64
Orbital gap (eV): 7.15
Energy above the lowest of the compared OMol25 structures with the same formula, charge and spin (eV): 0.261
E_HOMO (eV): -10.79
Total charge: +1

(2)
DFT (ωB97M-V/def2-TZVPD) results for a structure of composition C17H13MnN5O6S.

Each line ends with the Löwdin charge.
Positions of all 43 atoms, in Å:
Mn  0.5358  0.0117  0.4165  1.084
O  0.5371  1.7607  -0.1909  -0.071
C  1.4274  2.3628  -0.8300  -0.075
C  2.5845  1.7483  -1.3908  -0.094
C  3.6031  2.5343  -1.9480  0.078
C  4.7291  1.9444  -2.4678  -0.125
C  4.8662  0.5464  -2.5023  0.053
C  3.8752  -0.2479  -1.9940  0.026
C  2.7242  0.3109  -1.3782  -0.294
O  1.8548  -0.4415  -0.8023  -0.112
N  5.7854  2.7866  -3.0005  -0.367
O  5.7313  3.9635  -2.7388  0.103
O  6.6405  2.2451  -3.6568  0.108
H  1.3027  3.4428  -0.9686  0.161
H  3.5184  3.6106  -1.9367  0.139
H  5.7690  0.1206  -2.9166  0.134
H  3.9543  -1.3233  -2.0255  0.130
N  6.3756  -4.4644  0.9286  0.139
C  5.3142  -3.7240  1.3013  -0.300
C  5.1430  -2.4146  0.8098  -0.010
C  4.0452  -1.6746  1.1853  -0.066
C  3.1033  -2.2259  2.0432  -0.295
C  3.2588  -3.5055  2.5578  -0.043
C  4.3555  -4.2508  2.1920  -0.003
S  1.7240  -1.2519  2.5639  0.709
O  1.3978  -1.4811  3.9255  -0.225
O  1.9675  0.1493  2.1571  -0.327
N  0.4408  -1.5761  1.5243  -0.136
C  -0.7479  -1.1591  2.0320  -0.485
N  -1.3526  -1.6873  3.0740  0.176
C  -2.5027  -1.1613  3.4502  -0.054
C  -3.0803  -0.0784  2.7927  0.000
C  -2.3860  0.4387  1.7132  -0.056
N  -1.2229  -0.0826  1.3371  0.035
H  7.0867  -4.0780  0.3323  0.111
H  6.5240  -5.3777  1.3230  0.113
H  5.8934  -1.9840  0.1626  0.114
H  3.9101  -0.6617  0.8438  0.100
H  2.5228  -3.8816  3.2496  0.124
H  4.5082  -5.2387  2.5986  0.119
H  -2.9751  -1.6383  4.2975  0.130
H  -4.0273  0.3374  3.0900  0.116
H  -2.7462  1.2852  1.1406  0.135

Values from the calculation:
Strongest force on any atom (eV/Å): 2.26
2S+1: 5
Orbital gap (alpha / beta) (eV): 6.44 / 6.44
Energy above the lowest of the compared OMol25 structures with the same formula, charge and spin (eV): 0.365
E_HOMO (alpha / beta) (eV): -11.20 / -11.20
Total charge: +1

(3)
DFT (ωB97M-V/def2-TZVPD) results for a structure of composition C36H38GaN6OS2.

Each line ends with the Löwdin charge.
Positions of all 84 atoms, in Å:
Ga  0.0033  0.1617  0.2944  0.530
C  0.3621  -1.3447  3.6044  -0.013
C  -0.9482  -0.6292  3.8041  -0.248
C  -1.8526  -1.0589  4.7627  -0.027
C  -3.0183  -0.3481  5.0053  -0.022
C  -3.3104  0.7816  4.2584  -0.009
C  -2.4304  1.2550  3.2936  -0.204
C  -2.8004  2.4670  2.4775  -0.010
C  -1.2331  0.5484  3.0962  -0.231
N  -0.2604  1.0169  2.1675  0.110
C  0.3864  2.1155  2.3389  -0.178
C  0.3326  2.9448  3.5675  0.044
C  1.3075  2.5187  1.2242  -0.194
C  2.2224  3.6717  1.3945  0.049
N  1.2029  1.8332  0.1507  0.095
C  2.0548  2.0112  -0.9896  -0.206
C  1.5733  2.7248  -2.0930  -0.203
C  0.2689  3.4799  -2.0672  -0.019
C  2.3852  2.8237  -3.2168  -0.015
C  3.6411  2.2417  -3.2446  -0.027
C  4.1123  1.5709  -2.1277  -0.016
C  3.3422  1.4532  -0.9775  -0.205
C  3.9291  0.7717  0.2329  -0.021
H  0.3079  -2.3612  3.9888  0.099
H  1.1638  -0.8332  4.1426  0.105
H  0.6395  -1.3759  2.5449  0.037
H  -1.6276  -1.9437  5.3450  0.130
H  -3.7013  -0.6751  5.7777  0.127
H  -4.2358  1.3170  4.4310  0.133
H  -3.8702  2.4646  2.2768  0.098
H  -2.2689  2.5019  1.5248  0.067
H  -2.5903  3.3886  3.0249  0.098
H  -0.2619  2.4703  4.3423  0.108
H  -0.0894  3.9313  3.3577  0.123
H  1.3435  3.1189  3.9419  0.116
H  1.6505  4.5601  1.6733  0.120
H  2.7755  3.8765  0.4818  0.108
H  2.9341  3.4880  2.2033  0.122
H  -0.3471  3.2243  -1.2057  0.056
H  -0.2982  3.2982  -2.9801  0.089
H  0.4699  4.5520  -2.0290  0.107
H  2.0260  3.3986  -4.0616  0.132
H  4.2668  2.3420  -4.1211  0.125
H  5.1135  1.1572  -2.1277  0.131
H  4.4528  -0.1371  -0.0616  0.090
H  3.1848  0.5178  0.9882  0.059
H  4.6695  1.4219  0.7039  0.106
S  0.8065  -3.2770  -6.2272  1.146
N  1.6302  -3.4455  -4.8623  -0.185
C  1.1422  -2.5737  -3.9991  -0.297
C  1.5809  -2.3810  -2.6423  -0.047
C  2.6086  -3.1317  -2.0537  0.079
C  2.9255  -2.9088  -0.7309  0.020
C  2.2173  -1.9466  -0.0195  -0.080
N  1.2605  -1.2088  -0.5775  0.093
C  0.9316  -1.4074  -1.8744  -0.105
C  -0.1450  -0.6093  -2.4303  -0.114
N  -0.7295  0.2982  -1.6207  0.086
C  -1.7483  1.0244  -2.0704  -0.079
C  -2.2350  0.9003  -3.3672  0.017
C  -1.6513  -0.0156  -4.2157  0.078
C  -0.5840  -0.7950  -3.7463  -0.050
C  0.0766  -1.7963  -4.5404  -0.297
N  -0.2001  -2.1085  -5.7932  -0.185
H  3.1180  -3.8771  -2.6515  0.145
H  3.7042  -3.4728  -0.2371  0.136
H  2.4175  -1.7769  1.0305  0.125
H  -2.1945  1.7206  -1.3719  0.132
H  -3.0567  1.5213  -3.6956  0.136
H  -1.9896  -0.1659  -5.2334  0.144
O  -1.3042  -1.1534  0.6478  -0.490
S  -2.3486  -2.0795  1.3418  1.135
C  -3.6317  -2.2559  0.0742  -0.275
C  -3.1015  -3.2903  -0.9089  -0.211
C  -2.5599  -4.4140  -0.0303  -0.196
C  -1.6745  -3.7486  1.0241  -0.257
H  -3.8454  -1.2710  -0.3372  0.104
H  -4.5168  -2.6264  0.5981  0.118
H  -2.3049  -2.8529  -1.5177  0.107
H  -3.8953  -3.6371  -1.5694  0.135
H  -1.9977  -5.1519  -0.6006  0.132
H  -3.3900  -4.9334  0.4498  0.131
H  -0.6572  -3.5782  0.6705  0.096
H  -1.6355  -4.2882  1.9695  0.106

Values from the calculation:
Strongest force on any atom (eV/Å): 1.06
Orbital gap (eV): 6.98
Energy above the lowest of the compared OMol25 structures with the same formula, charge and spin (eV): 0.000
E_HOMO (eV): -16.49
Total charge: +3

(4)
DFT (ωB97M-V/def2-TZVPD) results for a structure of composition C27H24N2O5PSW.

Each line ends with the Löwdin charge.
Positions of all 61 atoms, in Å:
W  0.2587  -0.9491  0.9797  1.379
C  2.8664  -2.8646  -1.1590  -0.066
C  3.3420  -1.4378  -1.5574  -0.376
C  4.8065  -1.5594  -1.9932  -0.064
C  3.1649  -0.4253  -0.4670  -0.242
C  3.8518  0.8861  -0.6648  -0.022
O  2.7937  1.7723  -1.1966  0.036
C  1.6173  1.1973  -0.8798  -0.295
N  1.6794  -0.0119  -0.4217  0.015
C  0.4829  2.0585  -1.2194  -0.096
C  0.7710  3.2841  -1.8604  0.009
C  -0.2068  4.1932  -2.1748  -0.038
C  -1.5516  3.8883  -2.0345  -0.029
C  -1.9244  2.6515  -1.5018  -0.042
C  -0.9151  1.7713  -1.0240  -0.228
P  -1.4867  0.2921  -0.0840  0.949
C  -3.0554  -0.2438  -0.8371  -0.365
C  -4.3194  0.1714  -0.3777  -0.076
C  -5.4729  -0.1967  -1.0794  -0.047
C  -5.3440  -0.9383  -2.2721  -0.038
C  -4.0939  -1.4236  -2.6789  -0.052
C  -2.9608  -1.0058  -2.0076  -0.116
C  -1.7887  0.5395  1.6762  -0.402
C  -1.7166  1.8128  2.2672  -0.052
C  -1.5986  1.9170  3.6561  -0.011
C  -1.2975  0.7906  4.4308  -0.023
C  -1.2355  -0.4893  3.8616  -0.007
C  -1.5742  -0.6274  2.4577  -0.242
H  3.2838  -3.6858  -1.7613  0.086
H  1.7495  -2.9705  -1.2025  0.008
H  3.2138  -3.0788  -0.1188  0.099
H  2.7250  -1.1474  -2.3880  0.138
H  5.5472  -1.6936  -1.1739  0.109
H  5.1981  -0.6972  -2.5666  0.078
H  4.8594  -2.4325  -2.6693  0.090
H  3.3964  -0.8744  0.4942  0.145
H  4.6899  0.8139  -1.3932  0.136
H  4.2396  1.3133  0.2518  0.144
H  1.8205  3.5768  -2.0066  0.138
H  0.0816  5.1631  -2.5741  0.126
H  -2.2807  4.5958  -2.3055  0.105
H  -2.9679  2.3927  -1.4715  0.104
H  -4.4346  0.8157  0.4868  0.109
H  -6.4454  -0.0692  -0.6789  0.101
H  -6.2539  -1.1729  -2.7952  0.109
H  -4.0348  -2.0314  -3.5664  0.113
H  -1.9201  -1.2649  -2.3417  0.110
H  -1.8375  2.7723  1.7098  0.135
H  -1.7311  2.9033  4.1302  0.135
H  -1.0808  0.9234  5.4931  0.129
H  -0.9111  -1.3688  4.4554  0.145
H  -2.0319  -1.5951  2.1006  0.136
O  3.0431  -1.8943  3.6195  0.176
C  2.1702  -1.3817  2.9408  -0.476
O  1.3194  -2.1473  2.1582  -0.233
C  1.9676  0.0675  2.9559  -0.550
O  2.6237  0.7543  3.7252  0.139
O  1.0937  0.6206  2.1220  -0.172
S  -0.6076  -2.9541  -0.1816  0.560
C  -0.6379  -4.2306  0.9676  -0.717
N  -0.9397  -5.0748  1.7460  0.086

Values from the calculation:
Strongest force on any atom (eV/Å): 4.87
2S+1: 3
Orbital gap (alpha / beta) (eV): 6.63 / 7.03
Energy above the lowest of the compared OMol25 structures with the same formula, charge and spin (eV): 0.000
E_HOMO (alpha / beta) (eV): -11.55 / -12.13
Total charge: +1

(5)
DFT (ωB97M-V/def2-TZVPD) results for a cluster of 2 separate species, C4H12N2O in total.

Each line ends with the Löwdin charge.
Positions of all 19 atoms, in Å:
H  2.0042  -2.9134  0.4807  0.040
N  1.3328  -2.2086  0.7577  0.078
C  0.2459  -1.8907  0.2140  -0.341
N  -0.6143  -1.0008  0.8515  -0.010
C  -1.3471  -0.0968  -0.0795  -0.205
C  -0.5666  1.1635  -0.4717  -0.241
C  -0.2182  1.1595  -1.9699  -0.102
H  -0.2150  -2.3455  -0.6678  0.120
H  -0.0972  -0.4907  1.5567  0.077
H  -2.2534  0.1683  0.4533  0.106
H  -1.5635  -0.6836  -0.9715  0.101
H  -1.2007  2.0266  -0.2904  0.098
H  0.2806  1.3086  0.1971  0.082
H  0.3568  2.0446  -2.2414  0.071
H  0.2431  0.1975  -2.1922  0.068
H  -1.1585  1.1834  -2.5196  0.072
O  1.4250  0.7685  2.6558  -0.068
H  1.4438  1.5321  2.0655  0.029
H  1.9023  0.0777  2.1717  0.026

Values from the calculation:
Strongest force on any atom (eV/Å): 1.71
Orbital gap (eV): 10.02
Energy above the lowest of the compared OMol25 structures with the same formula, charge and spin (eV): 1.377
E_HOMO (eV): -9.09
SMILES: [H]/N=C/NCCC.O
Total charge: 0

(6)
DFT (ωB97M-V/def2-TZVPD) results for the ion C9H17N2OS with charge +1.

Each line ends with the Löwdin charge.
Positions of all 30 atoms, in Å:
H  1.1563  -1.1347  3.2310  0.096
N  1.0298  -0.4510  2.4951  0.241
C  0.8911  -0.8643  1.3302  -0.367
C  0.8745  -2.2337  0.7396  0.022
N  0.7741  0.2059  0.3387  0.085
C  -0.3453  0.5902  -0.1146  -0.290
O  -0.7936  1.5122  -0.9011  0.161
C  -1.7787  0.5796  -0.2288  -0.590
S  -2.6565  1.3048  1.1495  0.923
C  -2.5121  -0.3473  -1.1676  -0.200
C  -2.9829  -1.6130  -0.4574  -0.073
C  2.0444  0.8833  -0.0364  -0.330
C  2.0629  2.2815  0.5646  -0.018
C  2.1982  0.8967  -1.5501  -0.023
H  1.2259  -2.2269  -0.2900  0.092
H  -0.1441  -2.6229  0.7557  0.081
H  1.4929  -2.9083  1.3269  0.099
H  -3.8076  1.4847  0.4970  -0.089
H  -3.3697  0.1931  -1.5724  0.127
H  -1.8546  -0.6016  -2.0018  0.131
H  -3.5448  -1.3729  0.4417  0.070
H  -2.1415  -2.2441  -0.1825  0.061
H  -3.6280  -2.1794  -1.1229  0.090
H  2.8292  0.2724  0.4191  0.154
H  1.2922  2.9039  0.1146  0.089
H  1.9108  2.2410  1.6400  0.087
H  3.0283  2.7381  0.3683  0.097
H  3.2123  1.1905  -1.7994  0.098
H  1.5158  1.6087  -2.0088  0.088
H  2.0206  -0.0866  -1.9783  0.087

Values from the calculation:
Strongest force on any atom (eV/Å): 1.17
Orbital gap (eV): 10.55
Energy above the lowest of the compared OMol25 structures with the same formula, charge and spin (eV): 0.928
E_HOMO (eV): -13.73
SMILES: [H]/N=C(C)/[N+](=C1/O[C@@]1(S)CC)C(C)C
Total charge: +1

Number 1: molecular weight 595.48 g mol⁻¹. Number 2: molecular weight 470.32 g mol⁻¹. Number 3: molecular weight 704.60 g mol⁻¹. Number 4: molecular weight 703.38 g mol⁻¹. Number 5: molecular weight 104.15 g mol⁻¹. Number 6: molecular weight 201.32 g mol⁻¹.